1.
{"formula": "C20H19BF6IrN9O2S3Sb", "method": "ωB97M-V/def2-TZVPD", "charge": 1, "e_tot_ha": -3579.98774, "relative_energy_kcal_mol": 19.0, "lumo_ev": -6.578, "species": ["Ir", "C", "C", "N", "N", "C", "B", "N", "C", "C", "C", "N", "N", "C", "C", "C", "N", "H", "H", "H", "H", "H", "H", "H", "H", "H", "H", "O", "C", "C", "C", "C", "C", "C", "C", "O", "N", "N", "C", "S", "C", "C", "S", "H", "H", "H", "H", "H", "H", "H", "H", "H", "S", "C", "N", "F", "Sb", "F", "F", "F", "F", "F"], "positions_angstrom": [[-0.457559, -0.464657, -0.189432], [-0.789450, -4.607465, 0.538725], [-0.297681, -3.345068, 0.855733], [-0.761437, -2.462026, -0.025618], [-1.535045, -3.118504, -0.913934], [-1.568384, -4.416076, -0.586043], [-2.132427, -2.319825, -2.084622], [-3.005985, -1.209352, -1.461315], [-4.326013, -0.997109, -1.442776], [-4.588558, 0.089709, -0.627224], [-3.343569, 0.500244, -0.166159], [-2.399908, -0.277789, -0.698620], [-0.948129, -1.617183, -2.806504], [-0.613815, -1.637747, -4.101212], [0.457308, -0.787111, -4.300516], [0.732444, -0.266115, -3.042320], [-0.118428, -0.775565, -2.150407], [-0.610434, -5.527394, 1.064922], [0.329217, -3.028551, 1.671026], [-2.130503, -5.113780, -1.183347], [-2.744101, -3.005609, -2.842094], [-4.989254, -1.640841, -1.995441], [-5.547089, 0.506673, -0.376841], [-3.087082, 1.281902, 0.529664], [-1.160547, -2.257489, -4.791490], [0.972076, -0.581413, -5.221488], [1.488891, 0.438507, -2.740954], [3.694103, 2.866180, 1.427862], [3.685936, 1.809345, 2.245580], [4.607136, 1.835537, 3.292904], [4.699984, 0.777240, 4.166547], [3.882576, -0.352607, 4.030779], [2.974441, -0.399369, 3.009124], [2.848499, 0.676646, 2.099909], [1.832233, 0.546629, 1.096748], [1.326380, -0.568309, 0.807316], [1.404966, 1.677267, 0.404258], [0.287588, 1.477904, -0.281589], [-0.031002, 2.534132, -1.050045], [0.913296, 3.951445, -1.047469], [0.053083, 4.685547, -2.470957], [-1.390219, 4.235907, -2.428472], [-1.397515, 2.452617, -2.066346], [3.084593, 2.741303, 0.684545], [5.243441, 2.704261, 3.386332], [5.419525, 0.824425, 4.973445], [3.954220, -1.170558, 4.732658], [2.308399, -1.244335, 2.905420], [0.562348, 4.342152, -3.371299], [0.144971, 5.767562, -2.395229], [-1.893229, 4.383540, -3.382255], [-1.952084, 4.735278, -1.639717], [3.331500, -1.396557, -1.020028], [3.291513, 0.182486, -1.050134], [3.147107, 1.368872, -1.009645], [-0.973082, 0.033298, 1.749613], [-1.899882, -0.732093, 3.406625], [-0.902171, 0.564316, 4.312617], [-0.409906, -1.885187, 3.489847], [-2.750143, -1.441696, 4.896211], [-2.708979, -1.895861, 2.168222], [-3.214167, 0.552319, 3.014909]], "forces_ev_per_a": [[-0.34, 0.22, 0.03], [0.00, 0.00, -0.01], [-0.01, 0.00, 0.02], [-0.14, 0.07, 0.10], [0.00, 0.08, -0.05], [0.07, -0.02, -0.03], [0.04, -0.07, 0.13], [0.10, 0.16, -0.24], [-0.01, -0.02, 0.05], [0.00, -0.02, 0.01], [-0.02, 0.01, -0.01], [-0.10, -0.18, 0.06], [-0.08, 0.02, -0.04], [0.00, 0.01, -0.02], [-0.02, 0.00, -0.01], [0.02, 0.05, 0.07], [0.11, -0.20, 0.01], [0.00, 0.00, 0.00], [-0.02, 0.01, 0.00], [-0.02, 0.00, 0.01], [-0.02, -0.01, 0.01], [0.00, 0.01, -0.02], [0.00, 0.01, -0.01], [0.00, -0.01, 0.02], [0.00, 0.00, 0.00], [0.01, 0.00, 0.00], [0.02, 0.00, 0.01], [-0.12, 0.05, 0.03], [-0.02, -0.01, -0.02], [0.02, -0.03, 0.02], [0.00, 0.03, -0.02], [-0.04, -0.02, -0.02], [0.04, 0.02, 0.05], [-0.02, 0.05, 0.06], [0.02, -0.04, 0.09], [0.25, -0.25, -0.23], [-0.07, -0.09, -0.34], [0.49, -0.17, 0.14], [-0.21, 0.19, -0.01], [-0.01, 0.00, -0.03], [0.01, -0.02, 0.01], [0.01, -0.03, 0.02], [0.06, 0.04, 0.00], [0.16, -0.03, 0.04], [0.00, 0.00, 0.00], [0.00, -0.01, 0.00], [0.01, 0.01, 0.01], [-0.01, 0.01, -0.02], [0.00, 0.02, -0.01], [0.00, 0.00, 0.02], [0.00, -0.01, -0.01], [-0.01, 0.01, -0.01], [0.21, -0.16, -0.02], [-0.15, 0.27, 0.05], [-0.24, -0.03, 0.00], [0.00, 0.03, 0.14], [-0.02, 0.06, -0.10], [-0.02, -0.01, 0.01], [-0.01, 0.01, 0.00], [0.01, 0.02, 0.00], [0.01, 0.00, 0.02], [0.01, -0.02, 0.01]]}

=====

2.
{"formula": "C2HF3O2", "method": "ωB97M-V/def2-TZVPD", "e_tot_ha": -526.63790, "relative_energy_kcal_mol": 178.9, "lumo_ev": -0.306, "species": ["C", "C", "O", "O", "F", "F", "F", "H"], "positions_angstrom": [[0.105047, 0.332313, 0.831964], [0.894542, 0.529878, -0.162937], [-1.138706, -1.512999, -0.435818], [-1.572923, -0.525117, 0.434280], [0.107814, 0.632438, 2.125646], [2.027771, 1.185189, -0.045272], [0.697802, 0.295810, -1.419795], [-1.121347, -0.937511, -1.328068]], "forces_ev_per_a": [[-6.06, -2.09, 2.02], [1.51, 1.40, -0.30], [-0.44, 1.70, -3.41], [4.60, 2.18, 1.28], [0.55, -0.22, -1.76], [0.71, 0.11, 0.53], [-0.79, -0.68, -0.86], [-0.09, -2.39, 2.50]]}

=====

3.
{"formula": "C25H40N4O3RuS", "method": "ωB97M-V/def2-TZVPD", "charge": 3, "s2": 0.756, "e_tot_ha": -1913.60637, "relative_energy_kcal_mol": 18.4, "spin_multiplicity": 2, "lumo_ev": [-9.189, -9.948], "species": ["Ru", "C", "C", "C", "C", "C", "C", "C", "C", "C", "C", "C", "C", "H", "H", "H", "H", "H", "H", "H", "H", "H", "H", "H", "H", "H", "H", "H", "H", "H", "H", "N", "C", "C", "C", "C", "N", "C", "N", "N", "C", "O", "O", "H", "H", "H", "H", "H", "H", "H", "H", "H", "H", "H", "H", "H", "H", "C", "S", "O", "C", "C", "C", "C", "C", "C", "H", "H", "H", "H", "H", "H", "H", "H"], "positions_angstrom": [[0.165509, -1.088808, 0.423356], [-0.735877, -2.274518, 3.454532], [0.040492, -2.584288, 2.206851], [1.434418, -2.282060, 2.144055], [2.153112, -1.744744, 3.334437], [2.156567, -2.468868, 0.915648], [3.605316, -2.125743, 0.866175], [1.486149, -2.897450, -0.241330], [2.256209, -3.090315, -1.521164], [0.080902, -3.279481, -0.154370], [-0.644251, -3.840807, -1.347622], [-0.601829, -3.192160, 1.090863], [-1.992836, -3.752111, 1.225585], [-0.620432, -3.078484, 4.186473], [-1.793819, -2.157751, 3.240053], [-0.383152, -1.353018, 3.910276], [2.331677, -0.671573, 3.212099], [3.126516, -2.225877, 3.426641], [1.604551, -1.906813, 4.254805], [3.957319, -1.936129, -0.142244], [4.171017, -2.979440, 1.257056], [3.834321, -1.266910, 1.492873], [2.667553, -2.153847, -1.901269], [1.663026, -3.547004, -2.304000], [3.104268, -3.750873, -1.335030], [-0.449906, -4.913447, -1.430746], [-0.327031, -3.379842, -2.278972], [-1.718547, -3.704008, -1.254135], [-2.748687, -3.087459, 0.799865], [-2.246596, -3.935567, 2.264290], [-2.055443, -4.704899, 0.700585], [0.259483, -0.128380, -1.464686], [1.476959, 0.734063, -1.546458], [1.350495, 1.943878, -2.469828], [0.341506, 3.051512, -2.128911], [0.718429, 3.992827, -0.972699], [2.078941, 4.513144, -1.036510], [2.469536, 5.672728, -1.562395], [3.733220, 6.063704, -1.414935], [1.623271, 6.444084, -2.241324], [1.991790, 1.042381, -0.132896], [2.720470, 1.967884, 0.109052], [1.653158, 0.156071, 0.792151], [0.310649, -0.846320, -2.182641], [-0.568038, 0.424326, -1.678722], [2.267985, 0.105341, -1.964001], [1.106751, 1.565411, -3.465950], [2.349383, 2.372066, -2.557862], [-0.650895, 2.646052, -1.903063], [0.209104, 3.637486, -3.040510], [0.645735, 3.485109, -0.013750], [0.012275, 4.823138, -0.927539], [2.771748, 3.929149, -0.584271], [4.365615, 5.568309, -0.809031], [4.073824, 6.910356, -1.840071], [0.679804, 6.158621, -2.430366], [1.898376, 7.358561, -2.560807], [-2.688559, 2.203963, 1.986448], [-1.936911, 1.191930, 0.730247], [-0.876273, 0.349612, 1.506623], [-3.291306, 0.115135, 0.327392], [-3.536893, -0.070105, -1.027560], [-4.578647, -0.904535, -1.419037], [-5.351896, -1.532591, -0.455911], [-5.094759, -1.339955, 0.901941], [-4.060330, -0.515283, 1.304842], [-3.022759, 1.576427, 2.809650], [-3.524338, 2.729373, 1.526938], [-1.937299, 2.910321, 2.336045], [-2.955217, 0.465551, -1.769977], [-4.800820, -1.041055, -2.468677], [-6.173711, -2.167237, -0.760054], [-5.715828, -1.822839, 1.644622], [-3.864543, -0.365917, 2.358855]], "forces_ev_per_a": [[2.15, -0.69, 1.35], [0.06, -0.05, 0.01], [0.38, 0.14, 0.07], [-0.84, 0.14, -0.26], [0.06, 0.10, -0.02], [-0.24, 0.13, 0.07], [0.01, 0.04, 0.09], [-0.97, -0.26, -0.18], [-0.02, -0.02, 0.01], [0.25, 0.34, -0.05], [0.02, -0.01, 0.02], [-0.12, -0.10, -0.23], [-0.01, 0.01, -0.09], [-0.02, 0.00, -0.01], [-0.01, 0.00, 0.00], [-0.01, 0.01, -0.01], [0.00, -0.01, 0.00], [-0.01, -0.01, 0.02], [0.02, -0.01, 0.02], [0.01, 0.00, 0.01], [0.01, 0.01, 0.00], [0.00, 0.00, -0.03], [0.02, -0.01, 0.01], [-0.02, -0.02, -0.01], [0.00, 0.00, -0.01], [0.01, 0.01, -0.02], [-0.01, 0.00, -0.03], [0.03, 0.00, -0.03], [-0.01, -0.01, 0.01], [0.00, 0.01, 0.02], [-0.01, 0.02, 0.01], [-0.18, -0.04, -0.04], [0.20, 0.16, 0.26], [-0.15, -0.02, -0.06], [0.14, 0.00, 0.09], [0.02, -0.02, -0.09], [0.01, -0.03, 0.00], [-0.01, 0.01, 0.01], [0.00, 0.00, 0.01], [0.00, 0.00, 0.01], [-0.25, -0.55, 0.23], [0.11, 0.26, -0.15], [-0.14, 0.75, -0.64], [-0.06, 0.08, -0.10], [0.00, 0.03, 0.03], [0.00, -0.03, -0.02], [0.03, 0.00, 0.00], [0.01, 0.03, 0.01], [-0.01, -0.02, -0.01], [0.00, 0.01, 0.00], [-0.03, -0.04, 0.04], [0.00, 0.00, 0.01], [0.02, -0.01, -0.04], [0.00, 0.00, 0.00], [0.00, -0.01, -0.01], [0.00, 0.00, -0.01], [-0.01, 0.00, 0.00], [0.32, 0.04, 0.19], [-0.34, -0.14, -0.03], [-0.61, -0.22, -0.35], [0.27, 0.06, 0.07], [-0.11, -0.08, -0.04], [0.08, 0.08, -0.04], [-0.03, -0.02, 0.08], [-0.04, -0.02, -0.03], [0.06, -0.02, -0.04], [-0.01, 0.02, -0.01], [-0.01, -0.01, -0.04], [-0.02, 0.01, -0.01], [-0.02, 0.00, -0.02], [0.01, 0.00, 0.00], [0.00, 0.00, 0.01], [0.00, -0.01, -0.01], [-0.01, 0.00, 0.00]]}

=====

4.
{"formula": "C12H21BNO4S", "method": "ωB97M-V/def2-TZVPD", "charge": 1, "e_tot_ha": -1248.28159, "relative_energy_kcal_mol": 42.3, "lumo_ev": -3.569, "species": ["C", "C", "C", "S", "C", "C", "C", "C", "C", "C", "C", "B", "O", "O", "C", "H", "H", "H", "H", "H", "H", "H", "H", "H", "H", "H", "H", "H", "H", "H", "H", "H", "H", "C", "N", "O", "O", "H", "H", "H"], "positions_angstrom": [[1.483117, -3.097514, -1.128409], [0.595926, -2.236064, -0.107450], [1.203588, -0.806402, 0.177433], [0.199475, 0.506152, -0.691376], [-1.213342, 1.035430, 0.424915], [-2.512084, 0.502453, -0.289524], [-2.903014, 1.250320, -1.506523], [-4.067891, 0.780635, -2.235429], [-4.792536, -0.392883, -1.746024], [-4.411373, -1.126804, -0.539357], [-3.225360, -0.657189, 0.209967], [1.370042, 1.947246, -1.024688], [1.858184, 2.756029, 0.000738], [1.747607, 2.134661, -2.365032], [2.695701, 1.113040, -2.776851], [2.071086, -3.860228, -0.553907], [0.789105, -3.681377, -1.796830], [2.144615, -2.456479, -1.768137], [0.594889, -2.797928, 0.859280], [-0.437715, -2.205087, -0.532630], [2.206437, -0.778653, -0.339744], [1.332455, -0.566685, 1.266712], [-1.090475, 0.592304, 1.451101], [-1.237198, 2.155713, 0.542845], [-2.288782, 2.132173, -1.825904], [-4.361485, 1.311224, -3.168450], [-5.663917, -0.739662, -2.348615], [-4.971626, -2.027869, -0.209009], [-2.860584, -1.194065, 1.123570], [2.625335, 3.207087, -0.416517], [2.196458, 0.303451, -3.386715], [3.473540, 1.582484, -3.442086], [3.214954, 0.603951, -1.919833], [2.254258, 1.286745, 4.254430], [1.751506, -0.111344, 4.345883], [1.194221, -0.580318, 3.359289], [1.928956, -0.688267, 5.391323], [2.026726, 1.676909, 3.265976], [1.750344, 1.867028, 5.024238], [3.328857, 1.259782, 4.421339]], "forces_ev_per_a": [[-0.77, -0.12, 0.30], [0.57, -0.53, -0.37], [0.60, -0.58, -0.10], [-0.47, -0.68, 0.45], [-1.31, -0.32, 0.40], [-0.42, 0.45, -0.72], [-1.29, -2.27, 1.11], [1.16, -0.68, 1.74], [1.05, 0.24, 0.78], [1.62, 2.17, -0.81], [-0.79, 0.78, -1.93], [1.43, 1.93, -0.23], [-0.27, -1.40, -1.92], [0.14, -0.90, 2.10], [0.56, -0.93, -1.24], [-0.25, 0.89, -0.65], [0.80, 0.64, 0.58], [-0.52, -0.65, 0.58], [-0.31, 0.63, -0.73], [0.74, 0.25, 0.66], [-0.97, 0.27, 0.62], [-0.30, -0.04, -1.15], [0.18, 0.28, -1.10], [0.29, -1.16, -0.39], [-0.81, -0.94, 0.24], [0.07, -0.62, 0.90], [0.81, 0.28, 0.69], [0.48, 0.90, -0.32], [-0.47, 0.61, -0.98], [-0.56, 0.24, 0.53], [0.28, 0.93, 0.68], [-0.85, -0.34, 0.85], [-0.39, 0.65, -0.60], [0.00, 0.22, -0.22], [0.06, -0.03, 0.19], [0.04, 0.01, 0.23], [-0.14, 0.06, -0.41], [-0.02, -0.10, 0.07], [0.12, -0.09, 0.05], [-0.09, -0.01, 0.14]]}